6 unconnected molecules or ions with the total composition C24H48O13S2. Source: OMol25; level of theory: the ωB97M-V functional and the def2-TZVPD basis.

Summary:
orbital gap	0.36792	Ha
net charge	0
total energy	-73953.276	eV
spin multiplicity	1
SMILES	O=S1(=O)CCC[C@H](S)O1.CCOC(C)=O.CCOC(C)=O.CCOC(C)=O.CCOC(C)=O.CCOC(C)=O

CARTESIAN COORDINATES (ANGSTROEM)
O1 1.633 -1.202 0.072
S1 1.635 -2.509 0.589
O2 2.651 -2.642 1.556
C1 1.955 -3.789 -0.619
C2 1.444 -5.065 0.013
C3 -0.064 -4.998 0.065
C4 -0.631 -3.654 0.530
S2 -1.355 -2.766 -0.910
O3 0.281 -2.926 1.335
H1 1.410 -3.570 -1.500
H2 2.985 -3.829 -0.823
H3 1.786 -5.908 -0.512
H4 1.802 -5.055 1.011
H5 -0.455 -5.792 0.655
H6 -0.433 -5.145 -0.915
H7 -1.453 -3.868 1.152
H8 -0.470 -1.890 -1.416
C5 0.558 2.342 -3.179
C6 0.726 0.920 -3.663
O4 -0.497 0.185 -3.549
C7 -1.447 0.183 -4.488
C8 -1.404 1.216 -5.587
O5 -2.342 -0.587 -4.389
H9 -0.157 2.897 -3.785
H10 1.512 2.869 -3.205
H11 0.179 2.339 -2.159
H12 1.122 0.868 -4.678
H13 1.436 0.397 -3.027
H14 -1.961 2.096 -5.270
H15 -1.878 0.794 -6.466
H16 -0.398 1.507 -5.878
C9 0.223 -7.588 4.392
C10 -0.895 -6.862 3.676
O6 -1.544 -7.706 2.728
C11 -2.560 -8.526 3.042
C12 -2.854 -8.820 4.493
O7 -3.153 -9.054 2.171
H17 -0.154 -8.425 4.977
H18 0.751 -6.910 5.062
H19 0.931 -7.993 3.672
H20 -1.613 -6.421 4.367
H21 -0.478 -6.040 3.096
H22 -2.285 -9.694 4.802
H23 -3.912 -9.037 4.586
H24 -2.643 -7.990 5.163
C13 -4.094 0.479 1.952
C14 -4.202 1.908 1.466
O8 -2.934 2.424 1.073
C15 -2.428 2.259 -0.152
C16 -3.045 1.257 -1.097
O9 -1.457 2.862 -0.466
H25 -3.750 -0.189 1.162
H26 -5.060 0.123 2.309
H27 -3.373 0.412 2.765
H28 -4.932 2.020 0.665
H29 -4.535 2.547 2.280
H30 -2.572 0.280 -0.986
H31 -2.876 1.617 -2.106
H32 -4.120 1.155 -0.975
C17 1.857 7.542 -1.803
C18 0.678 8.072 -2.574
O10 0.108 7.079 -3.427
C19 -0.820 6.198 -3.029
C20 -1.089 5.984 -1.556
O11 -1.369 5.546 -3.855
H33 1.565 6.739 -1.136
H34 2.314 8.331 -1.209
H35 2.603 7.139 -2.487
H36 -0.081 8.504 -1.923
H37 1.005 8.867 -3.239
H38 -0.445 5.186 -1.190
H39 -2.122 5.679 -1.442
H40 -0.955 6.874 -0.946
C21 3.026 1.843 1.008
C22 3.679 3.147 0.635
O12 3.586 4.093 1.697
C23 4.472 4.162 2.696
C24 5.442 3.025 2.904
O13 4.428 5.082 3.438
H41 3.528 1.377 1.856
H42 3.045 1.144 0.174
H43 1.991 2.010 1.300
H44 4.715 3.020 0.317
H45 3.153 3.595 -0.203
H46 4.998 2.298 3.581
H47 6.342 3.426 3.357
H48 5.745 2.530 1.984

Atom charges from the Löwdin analysis, given in e for atoms 1 to 5: O -0.258; S 0.570; O -0.257; C -0.186; C -0.189